Record 1
DFT (the ωB97M-V functional and the def2-TZVPD basis) results for C2H3AgO as an isolated structure.

Summary:
Total charge: +1
Total energy: -8159.365 eV
E_LUMO (alpha / beta): -0.2305 / -0.2313 Ha
E_HOMO (alpha / beta): -14.3 / -15.0 eV
Multiplicity: 2

Geometry (Å):
1 Ag 1.6686 0.6175 2.6960
2 O 1.1611 0.1155 0.3999
3 C 0.3928 0.0608 -0.5774
4 C -0.9603 -0.3203 -0.3722
5 H 0.6849 0.5119 -1.5407
6 H -1.2493 -0.8199 0.5534
7 H -1.6977 -0.1655 -1.1591

***

Record 2
DFT (the ωB97M-V functional and the def2-TZVPD basis) results for C2H3BaFLiO as an isolated structure.

Summary:
Total charge: +1
Total energy: -7777.721 eV
E_LUMO (alpha / beta): -0.1972 / -0.1972 Ha
E_HOMO (alpha / beta): -8.8 / -8.8 eV

Geometry (Å):
1 Ba 2.7420 2.2564 0.7281
2 F -1.9353 -0.4763 0.9580
3 O 1.0572 0.4325 0.3606
4 C -0.9127 -0.8967 0.0289
5 C -0.1419 0.3056 -0.4136
6 Li 0.9110 -1.3462 1.0023
7 H 0.1168 0.1725 -1.4815
8 H -1.1015 -1.6880 -0.8518
9 H -0.7356 1.2402 -0.3311

***

Record 3
DFT (the ωB97M-V functional and the def2-TZVPD basis) results for a 2-piece molecular cluster, C2H3Br2N overall.

Summary:
Total charge: 0
Total energy: -143695.399 eV
E_LUMO: 0.0081 Ha
E_HOMO: -9.6 eV

Geometry (Å):
1 Br -0.2989 0.9523 -2.2674
2 Br -2.0770 -0.9838 -0.2735
3 N -0.0189 -0.3652 1.5557
4 C 0.4393 0.4946 -0.6287
5 C -0.3358 -0.2419 0.3536
6 H 1.4911 -0.4789 -0.8770
7 H 1.1231 1.3423 -0.3079
8 H -0.3228 -0.7193 2.4452

***

Record 4
DFT (the ωB97M-V functional and the def2-TZVPD basis) results for C2H3Br2N as an isolated structure.

Summary:
Total charge: 0
Total energy: -143696.560 eV
E_LUMO: 0.0204 Ha
E_HOMO: -10.1 eV

Geometry (Å):
1 Br 0.9791 0.9122 3.0752
2 Br -2.0676 0.3123 3.7454
3 N -1.0765 0.2566 1.2938
4 C -0.7446 0.4544 2.4698
5 C -0.1260 0.1788 0.2298
6 H -0.2526 -0.6680 -0.3183
7 H 0.9580 0.4156 0.6677
8 H -0.5210 0.9483 -0.4467

***

Record 5
DFT (the ωB97M-V functional and the def2-TZVPD basis) results for a 2-piece molecular cluster, C2H3Br2N overall.

Summary:
Total charge: 0
Total energy: -143691.337 eV
E_LUMO (alpha / beta): -0.0317 / -0.0122 Ha
E_HOMO (alpha / beta): -9.8 / -8.2 eV

Geometry (Å):
1 Br -2.3819 -3.1035 2.4554
2 Br -3.2286 -0.4858 0.6658
3 N -0.0888 -1.1299 1.2228
4 C -0.0777 -0.3332 0.0616
5 C -2.0596 -1.8422 1.1981
6 H -0.0464 -0.9476 -0.7790
7 H 0.7028 0.3241 0.3617
8 H -0.9427 0.2988 -0.1486

***

Record 6
DFT (the ωB97M-V functional and the def2-TZVPD basis) results for an isolated molecule of C2H3Br2N3.

Summary:
Structure (SMILES): Br[C@H]1N=NN[C@@H]1Br
Total charge: 0
Total energy: -146675.432 eV
E_LUMO: 0.0071 Ha
E_HOMO: -9.6 eV

Geometry (Å):
1 Br 2.4133 1.0022 0.2596
2 Br -1.9993 1.4096 -0.0402
3 N -0.6682 -1.0080 0.3791
4 N 0.0016 -1.6172 -0.5370
5 N 0.7798 -0.9743 -1.1881
6 C -0.3659 0.3587 0.5283
7 C 0.6821 0.6396 -0.5130
8 H -0.1906 0.5699 1.5055
9 H 0.5809 1.1808 -1.4346
10 H -1.2335 -1.5613 1.0404